1.
Here is an isolated ion of composition C2H8ClN2O2 and charge +1 in a non-equilibrium geometry from the OMol25 dataset. Energies are from the ωB97M-V functional and the def2-TZVPD basis.

Geometry as XYZ:
```
15
Properties=species:S:1:pos:R:3
N 0.857 -1.580 0.863
C 0.314 -0.734 -0.107
O 1.424 0.055 -0.577
C -0.775 0.215 0.259
N -0.626 1.506 -0.625
O -0.279 -1.488 -1.320
Cl 0.817 -2.624 -1.882
H 0.280 -2.262 1.383
H 1.759 -1.988 0.548
H 2.133 -0.534 -0.785
H -1.781 -0.127 0.057
H -0.673 0.610 1.340
H -1.214 2.229 -0.218
H -1.076 1.219 -1.484
H 0.299 1.672 -0.926
```

**SMILES string**: N[C@](O)(C[NH3+])OCl
**Max |F|**: 3.760 eV/A
**HOMO level**: -14.104 eV
**Energy**: -21792.6189 eV
**E_LUMO**: -3.693 eV
**Total charge**: +1
**Energy above the lowest of the compared OMol25 structures with the same formula, charge and spin**: 70.0 kcal/mol
**Frontier orbital gap**: 0.383 hartree



2.
Here is C2H4NP in the gas phase in a non-equilibrium geometry from the OMol25 dataset. Energies are from the ωB97M-V functional and the def2-TZVPD basis.

Geometry as XYZ:
```
8
Properties=species:S:1:pos:R:3
P -0.897 1.360 0.561
N -0.073 -0.199 -0.563
C 1.333 -0.471 -0.310
C 0.487 -1.303 0.193
H -2.148 0.739 0.507
H -1.146 2.067 -0.611
H 2.279 -0.042 -0.519
H 0.166 -2.151 0.742
```

**SMILES string**: PN1C=C1
**Max |F|**: 2.966 eV/A
**HOMO level**: -7.466 eV
**Energy**: -12912.7516 eV
**E_LUMO**: 0.941 eV
**Total charge**: 0
**Energy above the lowest of the compared OMol25 structures with the same formula, charge and spin**: 87.1 kcal/mol
**Frontier orbital gap**: 0.309 hartree



3.
Here is C42H32LuN4O2P2S as an isolated structure in a non-equilibrium geometry from the OMol25 dataset. Energies are from the ωB97M-V functional and the def2-TZVPD basis.

Geometry as XYZ:
```
84
Properties=species:S:1:pos:R:3
Lu -0.049 -0.652 0.692
O 2.170 5.999 0.587
C 1.574 5.619 -0.393
O 1.178 6.037 -1.456
C 1.184 4.033 -0.241
C -0.082 3.636 -0.597
C -0.448 2.324 -0.237
N 0.509 1.409 0.018
C 1.795 1.784 0.154
C 2.121 3.150 0.238
C 2.780 0.720 0.339
C 4.146 0.964 0.161
C 5.062 -0.025 0.444
C 4.596 -1.258 0.892
C 3.233 -1.439 1.021
N 2.325 -0.494 0.744
C -1.834 1.859 -0.192
C -2.899 2.766 -0.263
C -4.197 2.300 -0.253
C -4.412 0.926 -0.184
C -3.316 0.091 -0.099
N -2.045 0.518 -0.085
H -0.738 4.321 -1.110
H 3.040 3.502 0.674
H 4.470 1.928 -0.195
H 6.118 0.161 0.331
H 5.279 -2.054 1.140
H 2.836 -2.389 1.367
H -2.700 3.825 -0.313
H -5.029 2.986 -0.293
H -5.408 0.516 -0.206
H -3.449 -0.986 -0.047
S 1.071 0.722 4.576
C 0.290 -0.142 3.526
N -0.318 -0.831 2.760
C -1.496 -3.774 -1.508
P -0.124 -3.056 -0.468
C 1.020 -4.284 0.249
C 1.773 -5.214 -0.461
C 2.663 -6.034 0.209
C 2.803 -5.944 1.584
C 2.058 -5.018 2.296
C 1.178 -4.182 1.634
C 0.918 -2.154 -1.699
C 2.290 -2.349 -1.842
C 3.038 -1.498 -2.641
C 2.431 -0.442 -3.298
C 1.062 -0.241 -3.170
C 0.306 -1.078 -2.365
P -1.888 -5.611 -1.571
C -0.580 -6.232 -2.684
C 0.382 -5.455 -3.319
C 1.280 -6.037 -4.199
C 1.212 -7.393 -4.474
C 0.228 -8.167 -3.881
C -0.669 -7.586 -3.004
C -1.323 -6.128 0.099
C -0.696 -7.352 0.308
C -0.431 -7.797 1.591
C -0.804 -7.034 2.684
C -1.444 -5.822 2.489
C -1.707 -5.374 1.206
H -1.392 -3.430 -2.542
H -2.409 -3.310 -1.112
H 1.666 -5.314 -1.529
H 3.246 -6.747 -0.352
H 3.492 -6.595 2.097
H 2.163 -4.948 3.366
H 0.591 -3.453 2.190
H 2.771 -3.172 -1.335
H 4.099 -1.664 -2.742
H 3.020 0.222 -3.913
H 0.586 0.564 -3.710
H -0.778 -0.946 -2.314
H 0.447 -4.389 -3.141
H 2.031 -5.421 -4.673
H 1.909 -7.838 -5.168
H 0.149 -9.219 -4.113
H -1.463 -8.178 -2.569
H -0.399 -7.958 -0.534
H 0.057 -8.748 1.736
H -0.606 -7.386 3.685
H -1.750 -5.229 3.339
H -2.220 -4.427 1.072
```

**Max |F|**: 2.111 eV/A
**HOMO level**: -9.924 eV
**Energy**: -117159.7978 eV
**E_LUMO**: -3.774 eV
**Total charge**: +1
**Energy above the lowest of the compared OMol25 structures with the same formula, charge and spin**: 18.7 kcal/mol
**Frontier orbital gap**: 0.226 hartree



4.
Here is a 3-piece molecular cluster, C10H21F3N5O10PS overall in a non-equilibrium geometry from the OMol25 dataset. Energies are from the ωB97M-V functional and the def2-TZVPD basis.

Geometry as XYZ:
```
51
Properties=species:S:1:pos:R:3
H 6.402 -3.386 0.478
N 5.624 -3.716 1.050
C 4.807 -2.786 1.178
C 3.529 -2.955 1.985
C 2.439 -2.044 1.388
C 1.057 -2.726 1.256
C 1.135 -4.023 0.413
O 1.016 -5.216 1.195
C -0.236 -5.534 1.518
F -0.214 -6.766 1.992
F -1.076 -5.527 0.491
F -0.760 -4.764 2.472
C 0.120 -1.692 0.646
O 0.710 -1.020 -0.434
C -0.189 -0.630 1.763
P -1.595 0.400 1.153
O -1.166 1.354 0.161
O -2.763 -0.557 0.585
O -2.243 1.204 2.401
O 0.933 0.226 1.981
S 2.208 -0.621 2.509
O 3.349 0.213 2.470
O 1.997 -1.143 3.825
H 4.973 -1.800 0.722
H 3.756 -2.698 3.021
H 3.266 -4.012 1.926
H 2.815 -1.637 0.448
H 0.722 -2.919 2.276
H 2.144 -4.045 0.001
H 0.466 -3.981 -0.447
H -0.840 -2.112 0.321
H 0.045 -0.600 -0.996
H -0.430 -1.137 2.708
H -3.267 -0.902 1.340
H -2.041 0.703 3.210
N -0.848 4.011 -1.500
C 0.392 4.463 -1.829
N 0.429 5.758 -2.283
O 1.397 3.780 -1.734
H -1.683 4.566 -1.578
H -0.920 3.065 -1.160
H 1.326 6.128 -2.537
H -0.383 6.339 -2.370
N -3.796 4.124 -4.538
C -4.362 4.833 -3.518
N -5.460 5.570 -3.861
O -3.918 4.810 -2.384
H -4.142 4.127 -5.478
H -2.986 3.573 -4.317
H -5.899 6.102 -3.134
H -5.841 5.603 -4.788
```

**SMILES string**: [H]/N=C/C[C@H]1[C@H](COC(F)(F)F)[C@H](O)[C@H](P(=O)(O)O)OS1(=O)=O.NC(N)=O.NC(N)=O
**Max |F|**: 2.018 eV/A
**HOMO level**: -9.052 eV
**Energy**: -66916.0803 eV
**E_LUMO**: -0.234 eV
**Total charge**: 0
**Frontier orbital gap**: 0.324 hartree



5.
Here is C28H38AuN4O4Si as an isolated structure from the OMol25 dataset. Energies are from the ωB97M-V functional and the def2-TZVPD basis.

Geometry as XYZ:
```
76
Properties=species:S:1:pos:R:3
Au -0.249 0.162 0.545
C 0.209 3.736 1.555
C -1.156 3.280 1.145
C -2.262 4.108 1.101
C -3.487 3.580 0.690
C -3.621 2.258 0.320
C -2.477 1.459 0.376
N -1.308 1.998 0.791
N -2.293 0.144 0.069
Si -3.425 -1.175 0.330
C -2.365 -2.697 0.531
C -4.416 -0.871 1.876
C -4.551 -1.341 -1.144
H 0.170 4.268 2.506
H 0.623 4.418 0.811
H 0.885 2.889 1.658
H -2.168 5.146 1.383
H -4.356 4.226 0.655
H -4.566 1.853 -0.014
H -1.686 -2.590 1.381
H -1.767 -2.878 -0.366
H -2.980 -3.582 0.709
H -3.764 -0.678 2.731
H -5.027 -1.745 2.113
H -5.093 -0.021 1.774
H -3.989 -1.420 -2.076
H -5.217 -0.480 -1.236
H -5.180 -2.230 -1.052
O 2.329 0.670 -0.873
C 3.499 0.692 -0.221
C 2.878 0.333 1.748
O 3.824 0.477 2.437
O 1.695 0.081 1.723
C 4.373 -0.506 -0.495
C 4.204 -1.132 -1.735
C 4.986 -2.221 -2.090
C 5.948 -2.704 -1.215
C 6.131 -2.081 0.011
C 5.354 -0.991 0.372
C 4.066 2.057 -0.134
C 5.280 2.308 0.509
C 5.801 3.589 0.538
C 5.120 4.634 -0.074
C 3.915 4.393 -0.715
C 3.383 3.113 -0.744
H 2.010 -0.258 -0.961
H 3.490 -0.739 -2.447
H 4.857 -2.677 -3.063
H 6.562 -3.550 -1.493
H 6.885 -2.445 0.696
H 5.503 -0.540 1.339
H 5.817 1.509 0.996
H 6.741 3.771 1.040
H 5.534 5.634 -0.054
H 3.387 5.202 -1.203
H 2.448 2.929 -1.252
C 2.056 -4.700 -1.383
N 1.515 -3.597 -0.597
C 2.201 -3.355 0.667
C 0.762 -2.613 -1.129
O 0.867 -1.429 -0.682
N -0.108 -2.884 -2.118
C -0.704 -1.798 -2.884
C -0.695 -4.199 -2.338
H 3.144 -4.667 -1.311
H 1.784 -4.595 -2.429
H 1.709 -5.667 -1.017
H 2.213 -4.284 1.237
H 1.681 -2.594 1.238
H 3.231 -3.031 0.494
H -0.210 -0.862 -2.651
H -1.765 -1.704 -2.642
H -0.605 -2.008 -3.950
H -0.484 -4.853 -1.498
H -0.335 -4.661 -3.259
H -1.777 -4.080 -2.417
```

**Max |F|**: 0.882 eV/A
**HOMO level (spin up / spin down)**: -10.427 / -10.643 eV
**Energy**: -55367.8326 eV
**⟨S²⟩**: 2.0151
**E_LUMO (spin up / spin down)**: -1.871 / -4.418 eV
**Total charge**: +1
**Energy above the lowest of the compared OMol25 structures with the same formula, charge and spin**: 30.7 kcal/mol
**Spin multiplicity**: 3
**Frontier orbital gap (spin up / spin down)**: 0.314 / 0.229 hartree



6.
Here is CH11AgO8 as an isolated structure in a non-equilibrium geometry from the OMol25 dataset. Energies are from the ωB97M-V functional and the def2-TZVPD basis.

Geometry as XYZ:
```
21
Properties=species:S:1:pos:R:3
Ag -0.002 0.190 0.189
O 1.062 -2.839 -2.492
C 0.668 -1.924 -1.584
O -0.406 -1.310 -1.790
O 1.325 -1.623 -0.562
H 0.535 -2.545 -3.262
O 0.847 -0.395 2.244
H 0.957 -1.356 2.293
H 1.084 -0.071 3.122
O -1.752 -1.119 0.852
H -2.602 -1.051 1.307
H -1.686 -2.048 0.589
O -1.123 1.756 -1.348
H -1.087 1.661 -2.309
H -2.043 1.978 -1.156
O 1.908 1.388 -0.565
H 2.373 1.122 -1.368
H 2.430 2.116 -0.204
O -0.704 1.799 1.719
H -0.520 2.737 1.863
H -1.265 1.536 2.461
```

**Max |F|**: 1.972 eV/A
**HOMO level (spin up / spin down)**: -13.920 / -13.336 eV
**Energy**: -21587.4351 eV
**⟨S²⟩**: 0.7570
**E_LUMO (spin up / spin down)**: -3.110 / -6.743 eV
**Total charge**: +1
**Spin multiplicity**: 2
**Frontier orbital gap (spin up / spin down)**: 0.397 / 0.242 hartree



- Which of these has the lowest energy?
  C42H32LuN4O2P2S